#i
{
  "formula": "C3H3NS2",
  "method": "ωB97M-V with the def2-TZVPD basis set",
  "species": ["C", "C", "C", "H", "H", "H", "N", "S", "S"],
  "xyz": [[-0.018, 0.045, 0.558], [1.377, -0.430, 0.117], [1.242, -0.623, -1.406], [1.571, -1.294, 0.706], [2.265, 0.337, 0.264], [2.119, -0.968, -1.916], [0.130, -0.364, -1.966], [-0.422, 0.377, 2.139], [-0.982, 0.281, -0.946]],
  "smiles": "S=C1CC=NS1",
  "homo_lumo_gap_ev": 8.15
}

#ii
{
  "formula": "C3H3NS2",
  "method": "ωB97M-V with the def2-TZVPD basis set",
  "species": ["C", "C", "C", "N", "S", "S", "H", "H", "H"],
  "xyz": [[0.121, 0.996, -0.772], [1.412, 0.880, -0.478], [-0.739, -0.748, 0.728], [-0.856, 0.120, -0.373], [2.663, 0.086, -0.029], [-0.899, -1.980, -0.546], [-0.269, 1.934, -1.214], [0.215, -0.579, 1.203], [-1.648, -0.708, 1.481]],
  "smiles": "S=C=CN1CS1",
  "homo_lumo_gap_ev": 7.15
}

What should be chosen as the least stable of them? Choose #ii.

#i
{
  "formula": "C5H10N4O",
  "method": "ωB97M-V with the def2-TZVPD basis set",
  "species": ["C", "C", "C", "C", "C", "N", "N", "N", "N", "O", "H", "H", "H", "H", "H", "H", "H", "H", "H", "H"],
  "xyz": [[0.616, 1.074, -1.814], [-0.255, 0.575, 1.398], [-0.997, -0.541, 0.852], [-0.362, -0.782, -0.378], [0.791, 0.119, -0.641], [-0.479, 1.117, 2.609], [-0.725, -1.810, -1.224], [2.025, -0.541, -0.694], [-2.053, -1.182, 1.300], [0.734, 1.045, 0.666], [-1.273, 0.778, 3.129], [-0.026, 1.980, 2.859], [-1.632, -2.177, -0.960], [-0.592, -1.659, -2.214], [2.822, 0.081, -0.735], [2.132, -1.243, 0.026], [-2.457, -0.736, 2.123], [1.430, 1.797, -1.836], [0.630, 0.503, -2.740], [-0.329, 1.601, -1.725]],
  "homo_lumo_gap_ev": 6.49
}

#ii
{
  "formula": "C5H10N4O",
  "method": "ωB97M-V with the def2-TZVPD basis set",
  "species": ["C", "C", "C", "C", "C", "N", "N", "N", "N", "O", "H", "H", "H", "H", "H", "H", "H", "H", "H", "H"],
  "xyz": [[2.866, -0.864, -0.612], [3.018, -0.799, 0.805], [-0.427, 2.084, 0.429], [-1.181, -0.115, -0.429], [-1.361, -1.558, -0.063], [1.652, -0.440, -0.922], [1.846, -0.328, 1.273], [1.195, -0.082, 0.245], [-0.450, 0.700, 0.474], [-1.808, -1.650, 1.236], [3.466, -1.269, -1.413], [3.821, -1.279, 1.279], [-1.342, 2.637, 0.482], [0.099, 2.337, 1.369], [0.053, 2.486, -0.520], [-0.655, -0.100, -1.456], [-2.165, 0.431, -0.445], [-0.340, -1.959, -0.145], [-2.022, -2.095, -0.773], [-1.104, -1.276, 1.909]],
  "homo_lumo_gap_ev": 9.79
}

#iii
{
  "formula": "C5H10N4O",
  "method": "ωB97M-V with the def2-TZVPD basis set",
  "species": ["C", "C", "C", "C", "C", "N", "N", "N", "N", "O", "H", "H", "H", "H", "H", "H", "H", "H", "H", "H"],
  "xyz": [[-3.185, 0.033, 0.088], [-2.505, -1.053, 0.045], [-3.374, 1.449, 0.093], [2.399, -1.901, -0.202], [2.240, 0.586, 0.015], [-0.168, -1.892, -0.108], [-3.885, -1.253, -0.107], [0.361, -0.785, 0.084], [1.624, -0.746, 0.081], [-1.574, -1.979, -0.002], [-4.339, 1.808, -0.452], [-2.486, 1.956, -0.054], [-3.706, 1.783, 1.091], [1.879, -2.476, -0.935], [3.361, -1.532, -0.650], [2.656, -2.493, 0.658], [1.511, 1.412, 0.167], [3.010, 0.702, 0.786], [2.844, 0.671, -0.842], [-4.208, -1.491, 0.791]],
  "smiles": "CC1=C(O/N=N/N(C)C)N1",
  "homo_lumo_gap_ev": 7.79
}

What should be chosen as the least stable of them? Choose #iii.

#i
{
  "formula": "C2FNO2",
  "method": "ωB97M-V with the def2-TZVPD basis set",
  "species": ["C", "C", "N", "O", "O", "F"],
  "xyz": [[-0.806, 0.432, -0.992], [0.607, -0.451, 0.799], [0.030, 0.332, -0.133], [-1.529, 0.722, -1.829], [0.377, -1.550, 1.142], [1.578, 0.300, 1.312]],
  "smiles": "O=C=NC(=O)F",
  "homo_lumo_gap_ev": 12.18
}

#ii
{
  "formula": "C2FNO2",
  "method": "ωB97M-V with the def2-TZVPD basis set",
  "species": ["C", "C", "N", "O", "O", "F"],
  "xyz": [[0.303, -0.858, -0.734], [-0.440, 1.212, 1.057], [0.306, -0.972, 0.473], [-0.037, 0.120, 1.369], [0.373, -0.941, -1.864], [-0.506, 1.439, -0.300]],
  "homo_lumo_gap_ev": 10.34
}

#iii
{
  "formula": "C2FNO2",
  "method": "ωB97M-V with the def2-TZVPD basis set",
  "species": ["C", "C", "N", "O", "O", "F"],
  "xyz": [[-1.603, -0.198, 0.024], [0.913, 0.243, 0.005], [-0.498, 0.327, 0.175], [-2.708, -0.429, -0.107], [1.552, 1.188, -0.100], [2.344, -1.130, 0.003]],
  "homo_lumo_gap_ev": [9.92, 9.92]
}

What should be chosen as the least stable of them? Choose #ii.

#i
{
  "formula": "C6H15N2",
  "method": "ωB97M-V with the def2-TZVPD basis set",
  "species": ["C", "C", "C", "C", "C", "C", "N", "N", "H", "H", "H", "H", "H", "H", "H", "H", "H", "H", "H", "H", "H", "H", "H"],
  "xyz": [[0.505, -0.368, 1.930], [1.733, -0.420, 1.154], [0.491, 0.344, 0.603], [0.327, 0.649, -1.920], [-2.450, -0.157, -0.230], [0.110, -0.170, -0.649], [0.185, -1.489, -0.805], [0.568, 1.740, 0.704], [0.104, -1.322, 2.338], [0.467, 0.453, 2.713], [2.702, 0.022, 1.297], [1.933, -1.379, 0.594], [-0.344, 0.464, -2.774], [1.235, 0.297, -2.352], [0.376, 1.677, -1.788], [-2.212, -0.536, 0.730], [-3.487, 0.183, -0.154], [-2.395, -0.931, -0.906], [0.169, -2.283, -0.153], [-0.038, -1.942, -1.751], [0.644, 2.186, 1.712], [-1.909, 0.757, -0.448], [1.288, 2.224, 0.154]],
  "total_charge": 1,
  "homo_lumo_gap_ev": 8.90
}

#ii
{
  "formula": "C6H15N2",
  "method": "ωB97M-V with the def2-TZVPD basis set",
  "species": ["N", "C", "C", "C", "C", "C", "N", "C", "H", "H", "H", "H", "H", "H", "H", "H", "H", "H", "H", "H", "H", "H", "H"],
  "xyz": [[1.728, -2.285, -2.313], [-0.493, -0.154, -0.695], [-0.779, -1.255, 0.209], [0.067, -1.206, 1.478], [-0.391, -0.938, 2.686], [-1.152, 1.120, -0.581], [-0.249, 1.854, 0.395], [0.579, 2.881, -0.291], [1.023, -2.650, -2.944], [2.546, -1.995, -2.839], [1.339, -1.401, -2.000], [-0.017, -0.388, -1.643], [-0.570, -2.214, -0.254], [-1.856, -1.191, 0.397], [1.132, -1.278, 1.296], [0.241, -0.961, 3.558], [-1.454, -0.774, 2.827], [-1.303, 1.663, -1.511], [-2.132, 0.988, -0.114], [0.403, 1.158, 0.775], [-0.082, 3.707, -0.490], [1.398, 3.169, 0.355], [0.938, 2.569, -1.265]],
  "total_charge": 1,
  "homo_lumo_gap_ev": 6.98
}

What should be chosen as the least stable of them? Choose #ii.

#i
{
  "formula": "C6H15N2",
  "method": "ωB97M-V with the def2-TZVPD basis set",
  "species": ["C", "C", "C", "C", "C", "N", "C", "N", "H", "H", "H", "H", "H", "H", "H", "H", "H", "H", "H", "H", "H", "H", "H"],
  "xyz": [[2.853, -0.402, 1.850], [2.306, 0.033, 0.502], [1.159, -0.820, -0.031], [-0.131, -0.696, 0.780], [-0.925, 0.518, 0.345], [-1.681, 0.163, -0.859], [-2.526, 1.074, -1.505], [-3.423, 0.584, -2.446], [3.533, 0.372, 2.218], [3.394, -1.329, 1.850], [1.966, -0.476, 2.602], [3.116, 0.301, -0.229], [1.874, 1.095, 0.792], [0.956, -0.475, -1.062], [1.366, -1.924, -0.106], [0.190, -0.663, 1.854], [-0.770, -1.620, 0.605], [-1.635, 0.952, 1.093], [-0.007, 1.288, 0.015], [-1.661, -0.980, -1.130], [-2.597, 2.122, -1.228], [-3.346, -0.324, -2.922], [-4.008, 1.205, -2.989]],
  "total_charge": 1,
  "smiles": "CCCCCNC=[NH2+]",
  "homo_lumo_gap_ev": 9.77
}

#ii
{
  "formula": "C6H15N2",
  "method": "ωB97M-V with the def2-TZVPD basis set",
  "species": ["C", "C", "C", "N", "H", "H", "H", "H", "H", "H", "H", "H", "C", "C", "C", "N", "H", "H", "H", "H", "H", "H", "H"],
  "xyz": [[-1.893, -1.634, 0.939], [-1.443, -1.462, -0.471], [-1.289, -2.350, -1.428], [-1.045, -0.046, -0.791], [-2.177, -2.669, 1.103], [-1.093, -1.379, 1.632], [-2.731, -0.978, 1.161], [-0.858, -2.149, -2.400], [-1.626, -3.362, -1.250], [-1.382, 0.618, -0.095], [-1.425, 0.241, -1.692], [-0.019, 0.099, -0.814], [2.511, 0.795, -0.922], [1.543, 1.606, -0.102], [1.225, 1.277, 1.149], [0.539, 2.085, 2.064], [2.997, 0.044, -0.303], [2.065, 0.328, -1.802], [3.313, 1.422, -1.313], [1.187, 2.562, -0.481], [1.590, 0.361, 1.608], [-0.227, 1.613, 2.523], [0.240, 2.976, 1.686]],
  "total_charge": 1,
  "homo_lumo_gap_ev": 8.82
}

#iii
{
  "formula": "C6H15N2",
  "method": "ωB97M-V with the def2-TZVPD basis set",
  "species": ["C", "C", "C", "C", "C", "N", "C", "N", "H", "H", "H", "H", "H", "H", "H", "H", "H", "H", "H", "H", "H", "H", "H"],
  "xyz": [[-1.227, 1.437, 2.684], [-0.269, 0.338, 2.117], [-0.850, -0.195, 0.801], [-0.661, 0.736, -0.392], [0.738, 0.681, -0.975], [1.269, -0.649, -1.255], [0.904, -1.212, -2.402], [1.220, -2.453, -2.698], [-0.785, 1.891, 3.570], [-2.212, 1.027, 2.861], [-1.347, 2.262, 1.974], [-0.302, -0.436, 2.871], [0.761, 0.701, 2.171], [-0.556, -1.232, 0.563], [-1.922, -0.250, 0.998], [-0.822, 1.707, 0.062], [-1.371, 0.555, -1.204], [0.891, 1.317, -1.856], [1.483, 1.220, -0.368], [1.904, -1.193, -0.681], [0.339, -0.560, -3.056], [1.982, -2.912, -2.225], [0.834, -2.780, -3.558]],
  "total_charge": 1,
  "smiles": "CCCCCNC=[NH2+]",
  "homo_lumo_gap_ev": 10.60
}

What should be chosen as the least stable of them? Choose #i.

#i
{
  "formula": "C6H15N2",
  "method": "ωB97M-V with the def2-TZVPD basis set",
  "species": ["C", "C", "C", "N", "C", "C", "C", "N", "H", "H", "H", "H", "H", "H", "H", "H", "H", "H", "H", "H", "H", "H", "H"],
  "xyz": [[2.152, -0.816, -0.258], [1.403, -0.652, 1.047], [0.586, 0.652, 1.070], [-2.905, -0.426, 0.194], [-1.724, -0.145, 0.847], [-0.753, 0.614, 0.317], [-0.980, 1.611, -0.793], [1.111, -0.879, -1.378], [2.796, 0.043, -0.427], [2.734, -1.735, -0.316], [0.777, -1.531, 1.240], [2.096, -0.642, 1.894], [0.457, 0.965, 2.107], [1.216, 1.450, 0.665], [-3.628, -0.850, 0.745], [-3.136, 0.127, -0.612], [-1.602, -0.723, 1.753], [-1.870, 2.189, -0.553], [-1.170, 1.161, -1.781], [-0.137, 2.280, -0.926], [1.328, -0.246, -2.145], [0.192, -0.607, -0.975], [1.055, -1.840, -1.712]],
  "total_charge": 1,
  "smiles": "C/C(=C\\N)CCC[NH3+]",
  "homo_lumo_gap_ev": 8.33
}

#ii
{
  "formula": "C6H15N2",
  "method": "ωB97M-V with the def2-TZVPD basis set",
  "species": ["C", "C", "C", "N", "H", "H", "H", "H", "H", "H", "H", "H", "C", "C", "C", "N", "H", "H", "H", "H", "H", "H", "H"],
  "xyz": [[-0.988, -3.418, -0.493], [-0.991, -1.921, -0.599], [-1.662, -1.158, 0.252], [-1.647, 0.296, 0.171], [-1.643, -3.741, 0.315], [-1.305, -3.891, -1.420], [0.024, -3.751, -0.259], [-0.404, -1.459, -1.384], [-2.239, -1.610, 1.048], [-0.568, 0.681, -0.170], [-2.418, 0.658, -0.385], [-1.763, 0.690, 1.106], [1.250, 2.521, 1.364], [1.707, 1.254, 0.644], [1.206, 1.152, -1.652], [0.811, 0.932, -0.471], [2.001, 2.780, 2.107], [1.145, 3.355, 0.673], [0.308, 2.375, 1.894], [1.694, 0.413, 1.338], [2.729, 1.371, 0.282], [2.215, 1.497, -1.870], [0.539, 0.975, -2.491]],
  "total_charge": 1,
  "homo_lumo_gap_ev": 10.84
}

What should be chosen as the least stable of them? Choose #ii.